{
  "formula": "C30H33CuN2O2SSi",
  "method": "wB97M-V/def2-TZVPD",
  "charge": -2,
  "de_lowest_ev": 0.982,
  "e_homo_ev": -1.18,
  "lumo_ev": 4.5,
  "molar_mass_da": 577.31,
  "elements": ["Cu", "C", "C", "C", "C", "C", "C", "C", "C", "C", "C", "N", "C", "C", "C", "C", "C", "N", "H", "H", "H", "H", "H", "H", "H", "H", "H", "H", "H", "H", "H", "H", "H", "H", "H", "O", "C", "O", "C", "C", "C", "C", "S", "C", "C", "H", "H", "H", "H", "H", "C", "Si", "C", "C", "C", "C", "C", "C", "C", "H", "H", "H", "H", "H", "H", "H", "H", "H", "H", "H"],
  "positions_angstrom": [[1.0452, 0.3866, -0.6747], [-1.7814, 0.0817, -3.6520], [-2.2069, 0.0182, -2.1842], [-2.3663, -1.3950, -1.6967], [-3.6190, -1.9793, -1.6026], [-3.7668, -3.2914, -1.1718], [-2.6508, -4.0173, -0.8037], [-1.3708, -3.4724, -0.8809], [-0.2045, -4.2603, -0.3366], [0.2046, -5.4424, -1.2163], [-1.2288, -2.1652, -1.3721], [0.0322, -1.5606, -1.4801], [0.8904, -2.0721, -2.2919], [2.2243, -1.5966, -2.3818], [3.2561, -1.9942, -3.2459], [4.3632, -1.2247, -2.8792], [3.9364, -0.4167, -1.8151], [2.6550, -0.6400, -1.5107], [-1.7267, 1.1172, -3.9865], [-2.4893, -0.4524, -4.2924], [-0.7961, -0.3651, -3.7828], [-3.1538, 0.5499, -2.0519], [-1.4522, 0.5324, -1.5807], [-4.4915, -1.3892, -1.8632], [-4.7545, -3.7318, -1.0935], [-2.7649, -5.0240, -0.4126], [-0.4882, -4.6347, 0.6516], [0.6441, -3.5978, -0.1727], [-0.6532, -6.0794, -1.4456], [0.9578, -6.0550, -0.7155], [0.6273, -5.1035, -2.1626], [0.6084, -2.8980, -2.9539], [3.1905, -2.7390, -4.0264], [5.3523, -1.2470, -3.3139], [4.5150, 0.3073, -1.2577], [2.3067, 0.1524, 8.4087], [1.1079, 0.2937, 7.7497], [0.1501, 0.6452, 8.4035], [1.1051, -0.0027, 6.3221], [-0.1243, -0.0323, 5.6402], [-0.1975, -0.3338, 4.3041], [0.9543, -0.6327, 3.5340], [0.8703, -1.0662, 1.8892], [2.1904, -0.5690, 4.2277], [2.2616, -0.2695, 5.5645], [2.9555, -0.1909, 7.7813], [-1.0260, 0.1835, 6.1994], [-1.1576, -0.3572, 3.8042], [3.0939, -0.7651, 3.6646], [3.2578, -0.2231, 6.0013], [1.6144, 3.3383, -2.4265], [0.7977, 2.6452, -0.8307], [1.7886, 3.5721, 0.5339], [-0.8827, 3.5820, -0.8412], [-1.6192, 3.7659, -2.0153], [-2.8500, 4.4070, -2.0281], [-3.3938, 4.8955, -0.8482], [-2.6856, 4.7305, 0.3343], [-1.4569, 4.0869, 0.3305], [1.6756, 4.4324, -2.4387], [1.0749, 3.0152, -3.3209], [2.6246, 2.9293, -2.5089], [1.8206, 4.6573, 0.3782], [2.8151, 3.1981, 0.5448], [1.3752, 3.3745, 1.5254], [-1.2147, 3.4004, -2.9532], [-3.3868, 4.5258, -2.9641], [-4.3562, 5.3953, -0.8499], [-3.0941, 5.1020, 1.2684], [-0.9321, 3.9657, 1.2722]]
}

=====

{
  "formula": "C30H33IN3O4SSc",
  "method": "wB97M-V/def2-TZVPD",
  "charge": 2,
  "de_lowest_ev": 0.189,
  "e_homo_ev": -13.77,
  "lumo_ev": -5.7,
  "molar_mass_da": 703.54,
  "elements": ["Sc", "C", "C", "N", "C", "C", "C", "O", "C", "C", "N", "C", "C", "C", "C", "C", "C", "I", "C", "O", "H", "H", "H", "H", "H", "H", "H", "H", "H", "H", "H", "H", "O", "C", "C", "C", "C", "C", "C", "C", "C", "N", "H", "H", "H", "H", "H", "H", "H", "H", "H", "H", "H", "C", "C", "C", "C", "C", "C", "C", "S", "C", "O", "H", "H", "H", "H", "H", "H", "H", "H", "H", "H"],
  "positions_angstrom": [[0.9757, -0.9247, 0.7106], [-1.7099, -2.6982, 3.9130], [-1.9354, -1.2685, 3.5418], [-3.0705, -0.6954, 3.9052], [-3.2970, 0.5810, 3.5929], [-2.3952, 1.3824, 2.9198], [-2.7356, 2.8093, 2.6083], [-2.6207, 2.9945, 1.1923], [-1.1841, 0.7953, 2.5006], [-0.1888, 1.6358, 1.8526], [0.8095, 1.2088, 1.1646], [1.7288, 2.1645, 0.6295], [1.2989, 3.1364, -0.2648], [2.2167, 4.0364, -0.7858], [3.5523, 3.9596, -0.4186], [3.9840, 2.9863, 0.4716], [3.0715, 2.0818, 0.9943], [3.6466, 0.6342, 2.3694], [-0.9719, -0.5588, 2.7984], [0.1216, -1.2136, 2.3790], [-2.6031, -3.0844, 4.3953], [-0.8689, -2.7892, 4.6035], [-1.4728, -3.3104, 3.0394], [-4.2565, 0.9826, 3.8983], [-2.0612, 3.4976, 3.1312], [-3.7503, 3.0185, 2.9512], [-2.9469, 3.8748, 0.9742], [-0.2875, 2.7092, 2.0022], [0.2542, 3.1752, -0.5478], [1.8894, 4.7982, -1.4798], [4.2654, 4.6650, -0.8221], [5.0241, 2.9433, 0.7644], [1.1450, -2.1904, -1.4082], [1.8864, -1.4842, -2.4262], [3.3802, -1.6505, -2.2408], [3.8342, -1.3350, -0.8123], [3.6888, -2.4572, 0.1872], [4.6625, -3.4388, 0.2934], [4.5117, -4.4537, 1.2256], [3.3947, -4.4619, 2.0465], [2.4651, -3.4515, 1.8959], [2.6022, -2.4806, 0.9804], [1.3051, -3.1389, -1.5001], [1.5854, -0.4373, -2.3156], [1.5578, -1.8119, -3.4134], [3.8884, -0.9856, -2.9412], [3.6871, -2.6647, -2.5122], [3.3316, -0.4236, -0.4475], [4.8862, -1.0437, -0.8266], [5.5367, -3.3956, -0.3422], [5.2663, -5.2230, 1.3188], [3.2466, -5.2271, 2.7940], [1.5837, -3.3910, 2.5238], [-3.8993, 2.7009, -5.0023], [-3.4232, 1.6981, -3.9960], [-3.1997, 2.0652, -2.6656], [-2.7555, 1.1477, -1.7339], [-2.5235, -0.1630, -2.1460], [-2.7302, -0.5553, -3.4622], [-3.1861, 0.3788, -4.3768], [-1.9399, -1.3703, -1.0179], [-3.2031, -1.3716, 0.2409], [-0.7654, -0.6567, -0.2939], [-4.1941, 3.6353, -4.5294], [-4.7491, 2.3152, -5.5647], [-3.1063, 2.9200, -5.7195], [-3.3925, 3.0853, -2.3592], [-2.5967, 1.4488, -0.7044], [-2.5510, -1.5773, -3.7720], [-3.3636, 0.0800, -5.4018], [-3.3209, -0.3718, 0.6566], [-2.8986, -2.0815, 1.0078], [-4.1296, -1.7092, -0.2238]]
}

=====

{
  "formula": "C30H33N5O7",
  "method": "wB97M-V/def2-TZVPD",
  "smiles": "COc1cc([C@H](C(=O)NC[C@@H]2CCCO2)N(C(=O)Cn2nnc3ccccc32)c2ccc(OC)c(OC)c2)ccc1O",
  "e_homo_ev": -8.15,
  "lumo_ev": 0.5,
  "molar_mass_da": 575.62,
  "elements": ["C", "O", "C", "C", "C", "C", "C", "O", "N", "C", "C", "C", "C", "C", "O", "N", "C", "O", "C", "N", "N", "N", "C", "C", "C", "C", "C", "C", "C", "C", "C", "C", "O", "C", "C", "O", "C", "C", "C", "C", "C", "O", "H", "H", "H", "H", "H", "H", "H", "H", "H", "H", "H", "H", "H", "H", "H", "H", "H", "H", "H", "H", "H", "H", "H", "H", "H", "H", "H", "H", "H", "H", "H", "H", "H"],
  "positions_angstrom": [[-3.4297, -2.0719, 2.3183], [-3.5466, -3.1382, 1.4068], [-2.6085, -3.2359, 0.4084], [-1.4646, -2.4690, 0.3092], [-0.5988, -2.6351, -0.7682], [0.6028, -1.7398, -0.9296], [1.3706, -1.5781, 0.3930], [0.9944, -0.8585, 1.3000], [2.4701, -2.3430, 0.4660], [3.3907, -2.3128, 1.5766], [4.6996, -1.6053, 1.1776], [4.5199, -0.0926, 0.9787], [5.3892, 0.1966, -0.2421], [5.2265, -1.1007, -1.0283], [5.1795, -2.1338, -0.0526], [0.2103, -0.4314, -1.4658], [1.1129, 0.2133, -2.2237], [2.2349, -0.2205, -2.4242], [0.6572, 1.5270, -2.8741], [0.1223, 2.4746, -1.9462], [-1.0721, 3.0525, -2.1194], [-1.3363, 3.8331, -1.1564], [-0.2990, 3.8095, -0.2714], [-0.0811, 4.4655, 0.9406], [1.0963, 4.1924, 1.5970], [2.0491, 3.2997, 1.0812], [1.8610, 2.6474, -0.1150], [0.6716, 2.9133, -0.7820], [-1.0874, 0.0823, -1.1799], [-2.1115, -0.0300, -2.1030], [-3.3391, 0.5299, -1.8075], [-3.5779, 1.1752, -0.6002], [-4.8234, 1.6973, -0.4388], [-4.9615, 2.8963, 0.3009], [-2.5564, 1.2057, 0.3723], [-2.8519, 1.7254, 1.6012], [-1.8379, 1.7603, 2.5789], [-1.3144, 0.6806, 0.0528], [-0.8761, -3.5942, -1.7281], [-2.0084, -4.3839, -1.6237], [-2.8854, -4.2102, -0.5676], [-4.0016, -4.9732, -0.4757], [-2.5204, -2.1590, 2.9206], [-3.4389, -1.1088, 1.7999], [-4.3004, -2.1438, 2.9682], [-1.2266, -1.7375, 1.0620], [1.2809, -2.1712, -1.6757], [2.8142, -2.8201, -0.3535], [3.6093, -3.3411, 1.8772], [2.9126, -1.7805, 2.4006], [5.4546, -1.8167, 1.9479], [3.4741, 0.1251, 0.7610], [4.8180, 0.4692, 1.8611], [6.4300, 0.3341, 0.0543], [5.0606, 1.0636, -0.8095], [4.2957, -1.0753, -1.6097], [6.0617, -1.3181, -1.6958], [1.5330, 1.9464, -3.3837], [-0.1228, 1.3223, -3.6118], [-0.8136, 5.1517, 1.3342], [1.3025, 4.6757, 2.5406], [2.9544, 3.1248, 1.6426], [2.5909, 1.9649, -0.5204], [-1.9473, -0.5306, -3.0441], [-4.1482, 0.4900, -2.5182], [-5.9251, 3.3096, 0.0042], [-4.9578, 2.7101, 1.3770], [-4.1664, 3.6021, 0.0496], [-1.0070, 2.4032, 2.2745], [-1.4573, 0.7596, 2.8041], [-2.3096, 2.1760, 3.4679], [-0.5026, 0.7066, 0.7617], [-0.2110, -3.7279, -2.5678], [-2.2348, -5.1349, -2.3629], [-4.4923, -4.6895, 0.3083]]
}